(1)
This record from OMol25 describes a structure of composition C44H45N7O6PbS. The level of theory is ωB97M-V/def2-TZVPD.

Structure (ORCA input):
```
! wB97M-V def2-TZVPD RIJCOSX def2/J DEFGRID3
* xyz 0 1
Pb 0.178 0.875 0.492
O -0.467 3.396 4.218
C -0.100 2.804 3.220
N -0.848 2.080 2.345
C -2.215 2.204 2.369
O -2.865 3.163 2.730
C -2.970 0.988 1.842
C -4.325 1.121 1.561
C -5.016 0.018 1.099
C -4.337 -1.183 0.939
C -2.990 -1.221 1.258
N -2.314 -0.160 1.698
C 1.394 2.776 2.930
C 2.212 3.674 3.602
C 3.565 3.687 3.319
C 4.064 2.797 2.380
C 3.185 1.925 1.765
N 1.881 1.908 2.044
H -4.791 2.084 1.717
H -6.073 0.088 0.869
H -4.836 -2.075 0.582
H -2.422 -2.141 1.156
H 1.754 4.341 4.318
H 4.223 4.388 3.817
H 5.112 2.778 2.113
H 3.526 1.224 1.015
C 2.947 -0.247 -2.031
N 2.168 0.815 -1.408
C 2.294 1.997 -1.898
C 1.570 3.121 -1.401
C 1.674 4.463 -1.770
C 0.748 5.159 -0.985
C 0.126 4.206 -0.178
N 0.616 2.978 -0.426
C 4.235 -0.517 -1.289
C 4.196 -0.994 0.019
C 5.367 -1.221 0.724
C 6.599 -0.978 0.128
C 6.647 -0.507 -1.175
C 5.470 -0.278 -1.878
H 3.174 -0.009 -3.077
H 2.342 -1.160 -2.031
H 2.964 2.183 -2.746
H 2.339 4.867 -2.519
H 0.545 6.217 -0.993
H -0.658 4.351 0.553
H 3.231 -1.183 0.477
H 5.319 -1.589 1.742
H 7.515 -1.154 0.677
H 7.602 -0.316 -1.648
H 5.514 0.094 -2.895
C 2.675 -3.999 0.770
N 2.633 -3.338 2.058
C 3.347 -3.995 3.137
C 3.632 -3.010 4.249
C 2.334 -2.358 4.669
N 1.651 -1.794 3.520
C 0.591 -0.851 3.832
C 1.776 -2.288 2.252
O 1.167 -1.777 1.305
H 3.704 -4.070 0.414
H 2.093 -3.422 0.059
H 2.255 -5.007 0.842
H 4.276 -4.394 2.725
H 2.770 -4.848 3.520
H 4.329 -2.247 3.894
H 4.092 -3.517 5.098
H 2.520 -1.547 5.376
H 1.688 -3.086 5.180
H 1.007 0.070 4.246
H -0.088 -1.287 4.570
H 0.014 -0.614 2.944
C -1.546 -1.352 -1.916
C -1.963 -2.787 -2.038
C -1.054 -3.770 -1.661
C -1.415 -5.107 -1.694
C -2.687 -5.474 -2.111
C -3.593 -4.495 -2.490
C -3.236 -3.154 -2.451
H -1.611 -1.029 -0.876
H -0.522 -1.204 -2.271
H -0.063 -3.482 -1.329
H -0.700 -5.864 -1.399
H -2.967 -6.518 -2.145
H -4.585 -4.776 -2.820
H -3.944 -2.393 -2.750
C -7.421 3.083 -4.745
C -6.119 2.579 -4.192
C -6.091 1.807 -3.031
C -4.900 1.320 -2.528
C -3.721 1.604 -3.202
C -3.715 2.372 -4.354
C -4.919 2.858 -4.839
S -2.196 1.044 -2.554
O -1.123 1.439 -3.406
O -2.440 -0.520 -2.687
O -2.124 1.349 -1.148
H -8.172 3.186 -3.962
H -7.811 2.386 -5.490
H -7.298 4.050 -5.232
H -7.017 1.594 -2.510
H -4.877 0.738 -1.615
H -2.780 2.587 -4.851
H -4.924 3.468 -5.734
*
```

Energy relative to the best compared isomer or geometry (same formula, charge and spin) ... 1.1911 eV
E_tot ... -85159.5075 eV
Strongest force on any atom ... 0.0044 hartree/bohr

=====

(2)
This record from OMol25 describes an isolated molecule of C10H17P in a non-equilibrium geometry. The level of theory is ωB97M-V/def2-TZVPD.

Structure (ORCA input):
```
! wB97M-V def2-TZVPD RIJCOSX def2/J DEFGRID3
* xyz 0 1
C 1.512 -0.025 -1.332
C 1.653 -1.126 -0.290
C 0.547 1.539 1.243
C -0.081 1.708 -0.124
C -0.124 1.712 2.374
C 0.158 0.635 -1.166
C 0.516 -1.629 0.201
C -0.517 1.118 -2.504
C 0.480 -2.802 1.065
C -2.083 -0.652 0.333
P -0.772 -0.987 -0.838
H 1.721 -0.409 -2.378
H 2.640 -1.340 0.170
H 2.373 0.755 -1.319
H 1.510 1.031 1.224
H -1.201 1.783 0.026
H 0.292 2.760 -0.340
H 0.472 1.667 3.377
H -1.126 1.958 2.695
H -0.019 2.102 -2.844
H -1.543 1.191 -2.171
H -0.541 0.507 -3.298
H 0.657 -2.690 2.231
H 1.188 -3.653 0.836
H -0.592 -3.123 1.082
H -2.875 0.069 0.075
H -1.750 -0.424 1.380
H -2.494 -1.678 0.290
*
```

Energy relative to the best compared isomer or geometry (same formula, charge and spin) ... 1.3963 eV
E_tot ... -19931.4059 eV
Strongest force on any atom ... 0.0988 hartree/bohr

=====

- strongest force on any atom of number 2 (C10H17P)?
  0.0988 hartree/bohr